{
  "formula": "C14H13Br2N4OSY",
  "method": "the ωB97M-V functional and the def2-TZVPD basis",
  "elements": ["Y", "N", "C", "S", "N", "N", "C", "C", "C", "C", "C", "C", "C", "C", "C", "C", "C", "C", "N", "H", "H", "H", "H", "H", "H", "H", "H", "H", "H", "H", "Br", "C", "Br", "H", "H", "O"],
  "xyz": [[-0.15515, 0.04144, -0.05877], [1.62338, 3.38397, 2.58924], [1.05552, 2.18042, 2.29802], [-0.60230, 2.20529, 1.75673], [1.82260, 1.13418, 2.49784], [1.21828, -0.03978, 2.09472], [1.34154, -1.06211, 2.85392], [2.08234, -1.09884, 4.13858], [3.43165, -0.76429, 4.20498], [4.10845, -0.83669, 5.41062], [3.44215, -1.22442, 6.56647], [2.09444, -1.54613, 6.50945], [1.42060, -1.49179, 5.29768], [0.63315, -2.28985, 2.39045], [0.91210, -3.55616, 2.87965], [0.22812, -4.64166, 2.34343], [-0.69863, -4.43450, 1.33884], [-0.90754, -3.13199, 0.89927], [-0.26366, -2.09471, 1.41420], [1.00360, 4.16404, 2.71408], [2.45995, 3.36335, 3.14974], [3.93971, -0.43540, 3.30851], [5.15947, -0.58142, 5.45110], [3.97248, -1.27263, 7.50858], [1.56574, -1.84082, 7.40648], [0.36854, -1.74812, 5.25449], [1.65510, -3.69025, 3.65257], [0.43680, -5.64007, 2.70602], [-1.24405, -5.25201, 0.89006], [-1.56384, -2.89032, 0.06902], [2.01500, 0.82378, -2.13440], [0.63971, 1.66649, -3.20614], [-0.84654, 2.30824, -2.17786], [0.29104, 0.94171, -3.92914], [1.10810, 2.53509, -3.64820], [-1.00984, -1.04808, -1.28553]],
  "atomic_forces_ev_per_a": [[0.1452, -0.0171, 0.6965], [0.0159, 0.1494, 0.0381], [0.1585, -0.3192, -0.0153], [-0.1218, 0.0774, -0.1258], [-0.2758, 0.0944, -0.1531], [0.2896, 0.0493, 0.2406], [-0.0073, -0.1420, -0.0417], [-0.0183, 0.0246, 0.0861], [-0.0171, 0.0195, -0.0803], [0.0218, 0.0010, 0.0470], [-0.0043, 0.0056, -0.0353], [0.0072, 0.0061, -0.0153], [-0.0222, -0.0123, 0.0435], [0.0949, 0.0713, -0.1194], [-0.0656, -0.0173, 0.0265], [0.0303, 0.0076, 0.0278], [0.0130, 0.1071, 0.1238], [-0.0955, -0.2001, -0.2470], [0.0915, 0.2051, -0.1785], [-0.0285, -0.0229, -0.0206], [0.0091, -0.0277, -0.0189], [0.0026, -0.0066, 0.0114], [-0.0004, 0.0001, 0.0034], [0.0030, 0.0009, 0.0013], [0.0002, -0.0010, 0.0008], [0.0041, 0.0032, -0.0111], [0.0012, 0.0048, 0.0008], [-0.0072, -0.0055, -0.0076], [0.0005, -0.0031, 0.0009], [0.0069, 0.0048, 0.0017], [0.0417, 0.0018, 0.1192], [0.0088, 0.1435, -0.0860], [0.0373, 0.0810, 0.0314], [-0.0302, -0.0545, 0.0668], [-0.0005, -0.0686, -0.1415], [-0.2887, -0.1605, -0.2702]],
  "homo_energy_ha": -0.2840,
  "relative_energy_ev": 0.3280,
  "max_force_ha_per_bohr": 0.014,
  "mol_weight_g_mol": 534.07,
  "homo_lumo_gap_ha": 0.2765,
  "e_tot_ha": -6420.15593
}